Record 1
{"formula": "C29H29N5O2S2ScSe", "method": "ωB97M-V/def2-TZVPD", "charge": 0, "multiplicity": 2, "s_squared": 0.7673, "lumo_energy_ev": [0.100, 0.089], "total_energy_ha": -5505.4103, "homo_energy_ev": [-4.85, -7.16], "species": ["Sc", "C", "C", "C", "C", "C", "C", "N", "C", "C", "C", "C", "C", "N", "C", "C", "C", "C", "C", "C", "N", "H", "H", "H", "H", "H", "H", "H", "H", "H", "H", "H", "H", "H", "H", "H", "O", "N", "C", "C", "C", "C", "C", "S", "H", "H", "H", "H", "Se", "C", "C", "C", "N", "C", "C", "H", "H", "H", "H", "C", "S", "C", "O", "H", "H", "H", "H", "H", "H"], "coordinates": [[-0.3782, -0.1752, 0.3754], [3.4369, -1.1688, 0.4022], [3.2462, 0.3010, 0.5629], [4.3083, 1.1680, 0.3369], [4.1227, 2.5295, 0.4934], [2.9001, 2.9780, 0.9457], [1.8934, 2.0477, 1.1974], [2.0377, 0.7356, 0.9466], [0.6152, 2.4555, 1.8124], [0.4772, 3.6859, 2.4058], [-0.7498, 4.0055, 3.0189], [-1.7501, 3.0804, 3.0023], [-1.5614, 1.8226, 2.3781], [-0.3616, 1.5202, 1.7880], [-2.5578, 0.8016, 2.3581], [-3.8880, 1.0360, 2.7924], [-4.7942, 0.0202, 2.7874], [-4.3741, -1.2533, 2.3692], [-3.0787, -1.4219, 1.9302], [-2.6132, -2.7880, 1.5329], [-2.1744, -0.4225, 1.8877], [4.4796, -1.3972, 0.1968], [2.8238, -1.5325, -0.4194], [3.1367, -1.6847, 1.3150], [5.2552, 0.7692, 0.0087], [4.9160, 3.2246, 0.2616], [2.7206, 4.0318, 1.0931], [1.2973, 4.3864, 2.4325], [-0.8833, 4.9611, 3.5055], [-2.6874, 3.2986, 3.4884], [-4.1874, 2.0251, 3.0959], [-5.8148, 0.1882, 3.1015], [-5.0492, -2.0947, 2.3803], [-1.8585, -3.1250, 2.2416], [-2.1754, -2.7772, 0.5361], [-3.4463, -3.4857, 1.5540], [-1.8721, -0.9941, -0.8486], [-2.2566, -0.4481, -1.9997], [-2.7589, -1.2772, -2.9339], [-3.2135, -0.8023, -4.1323], [-3.1367, 0.5737, -4.3729], [-2.6165, 1.3964, -3.4133], [-2.1489, 0.8922, -2.1860], [-1.4841, 1.8519, -0.9494], [-2.7612, -2.3148, -2.6367], [-3.6077, -1.4895, -4.8629], [-3.4809, 0.9857, -5.3099], [-2.5350, 2.4610, -3.5684], [0.9302, -0.7844, -2.0164], [2.3228, 0.4431, -2.3901], [3.6030, 0.0136, -2.7336], [4.5842, 0.9512, -2.9929], [4.3943, 2.2650, -2.9411], [3.1642, 2.6685, -2.6397], [2.1090, 1.8194, -2.3644], [3.8332, -1.0423, -2.7908], [5.5862, 0.6245, -3.2549], [3.0082, 3.7414, -2.6102], [1.1292, 2.2197, -2.1304], [0.2443, -4.1482, -0.7738], [1.0571, -3.3900, 0.6293], [0.5748, -4.5727, 1.8942], [0.2447, -2.1528, 0.9167], [-0.8070, -4.3028, -0.5464], [0.7415, -5.0886, -1.0006], [0.3685, -3.4484, -1.5996], [1.1621, -5.4758, 1.7469], [-0.4873, -4.7909, 1.8417], [0.8257, -4.1306, 2.8544]], "forces_ev_per_a": [[0.0, 0.5, 0.1], [0.2, 0.0, 0.1], [0.2, 0.0, 0.0], [-0.1, 0.0, 0.1], [-0.1, -0.1, 0.0], [-0.1, -0.1, 0.0], [0.2, 0.1, 0.0], [-0.2, 0.1, -0.1], [0.1, 0.2, 0.0], [0.1, -0.2, -0.1], [-0.1, 0.0, 0.0], [0.0, -0.2, -0.1], [-0.3, 0.2, 0.3], [0.1, -0.1, 0.0], [0.0, 0.3, 0.1], [0.1, 0.0, 0.0], [0.1, 0.0, 0.0], [0.2, 0.0, -0.1], [-0.2, -0.2, 0.1], [-0.1, -0.1, -0.1], [0.1, 0.1, -0.2], [0.1, 0.0, 0.0], [0.0, 0.0, 0.0], [0.0, 0.0, 0.0], [0.1, 0.0, 0.0], [0.1, 0.0, 0.0], [0.0, 0.0, 0.0], [0.0, 0.0, 0.0], [0.0, 0.0, 0.0], [-0.1, 0.0, 0.0], [0.0, 0.1, 0.0], [0.0, 0.0, 0.0], [0.0, -0.1, 0.0], [0.0, 0.0, 0.0], [-0.1, 0.0, 0.1], [-0.1, -0.1, 0.0], [0.0, -0.1, -0.2], [0.0, 0.0, 0.1], [-0.1, -0.1, -0.1], [0.1, 0.0, 0.1], [0.0, -0.1, 0.0], [0.0, 0.0, 0.0], [0.0, 0.0, 0.0], [0.1, -0.1, 0.2], [0.0, 0.0, 0.0], [0.0, 0.0, 0.0], [0.0, 0.0, -0.1], [0.0, 0.0, 0.0], [-0.1, -0.1, -0.2], [0.0, 0.0, -0.1], [-0.1, -0.1, 0.0], [0.2, -0.1, -0.1], [0.2, 0.1, -0.1], [-0.1, 0.1, 0.0], [-0.1, 0.0, 0.0], [0.0, 0.0, 0.0], [0.0, 0.0, 0.0], [0.0, 0.1, 0.0], [0.0, 0.0, 0.0], [0.0, 0.0, 0.0], [-0.1, -0.2, -0.3], [0.0, 0.1, -0.1], [0.0, 0.1, 0.5], [-0.1, 0.0, 0.0], [0.1, -0.1, 0.0], [0.0, 0.0, 0.0], [0.1, -0.1, -0.1], [-0.1, 0.0, 0.0], [0.0, 0.0, 0.1]]}


Record 2
{"formula": "C6H16N2", "method": "ωB97M-V/def2-TZVPD", "charge": 0, "lumo_energy_ev": [0.832, 0.804], "total_energy_ha": -347.4965, "homo_energy_ev": [-6.88, -5.93], "species": ["C", "C", "C", "C", "C", "C", "N", "N", "H", "H", "H", "H", "H", "H", "H", "H", "H", "H", "H", "H", "H", "H", "H", "H"], "coordinates": [[0.3543, -0.1430, -0.3012], [-0.0974, 0.5681, 0.7721], [-2.0785, 0.2419, -0.3773], [0.8544, 0.5434, -1.5280], [0.4251, -1.6386, -0.2843], [-2.8523, -0.7361, 0.4596], [1.9650, 0.5405, 1.4523], [2.9614, 1.3919, 0.9429], [2.3665, -0.3963, 1.4853], [2.6719, 2.3524, 1.0792], [3.1738, 1.2616, -0.0509], [-0.4402, 0.0806, 1.6710], [-0.1309, 1.6461, 0.7505], [-1.9548, -0.0358, -1.4216], [-2.3650, 1.2859, -0.2754], [0.4795, 0.0569, -2.4313], [-0.2728, -2.0555, -1.0167], [1.9485, 0.4779, -1.5627], [0.5766, 1.5960, -1.5516], [0.1840, -2.0481, 0.6952], [1.4251, -1.9743, -0.5692], [-3.8960, -0.8444, 0.1304], [-2.8857, -0.4331, 1.5101], [-2.4123, -1.7379, 0.4215]], "forces_ev_per_a": [[0.1, 0.3, 0.6], [0.1, -0.5, -0.8], [-0.9, 0.1, -0.2], [0.0, -0.1, 0.0], [0.0, 0.1, 0.0], [0.0, 0.0, 0.0], [1.0, 0.6, 0.6], [-0.4, -0.2, -0.1], [-0.1, 0.0, -0.3], [0.0, -0.1, 0.0], [0.0, -0.1, 0.2], [0.0, 0.0, 0.0], [0.0, 0.0, 0.0], [0.1, 0.0, 0.0], [0.0, 0.0, 0.0], [0.0, 0.0, 0.0], [0.0, 0.0, 0.0], [0.0, 0.0, -0.1], [0.0, 0.0, 0.0], [0.0, 0.0, 0.0], [0.0, 0.0, 0.0], [0.1, 0.0, 0.0], [0.0, 0.0, 0.0], [0.0, 0.0, 0.0]]}


Record 3
{"formula": "C29H33BBrIN9OPbS", "method": "ωB97M-V/def2-TZVPD", "charge": 1, "lumo_energy_ev": [-5.672, -5.663], "total_energy_ha": -5180.3706, "homo_energy_ev": [-10.44, -10.45], "species": ["Pb", "C", "C", "C", "C", "C", "N", "N", "B", "N", "N", "C", "C", "C", "C", "C", "N", "N", "C", "C", "C", "C", "C", "H", "H", "H", "H", "H", "H", "H", "H", "H", "H", "H", "H", "H", "H", "H", "H", "H", "H", "H", "H", "H", "H", "N", "C", "S", "N", "N", "C", "C", "C", "C", "C", "C", "C", "O", "H", "H", "H", "H", "H", "H", "H", "Br", "C", "C", "C", "C", "C", "C", "I", "H", "H", "H", "H"], "coordinates": [[-0.7951, 0.4325, 0.4628], [-2.4526, -0.9136, 3.5303], [-2.2258, -1.8620, 2.4111], [-2.3646, -3.2438, 2.3917], [-2.0748, -3.6345, 1.0900], [-2.0632, -5.0147, 0.5460], [-1.7952, -2.5270, 0.3850], [-1.8849, -1.4521, 1.1873], [-1.5651, -2.3578, -1.1293], [-2.4952, -1.2328, -1.6298], [-2.4351, 0.0220, -1.1417], [-3.3210, 0.7786, -1.7814], [-3.5361, 2.2231, -1.5199], [-3.9861, -0.0162, -2.7127], [-3.4368, -1.2815, -2.5897], [-3.8057, -2.4851, -3.3739], [-0.1066, -1.9416, -1.4064], [0.2647, -0.6532, -1.4392], [1.4937, -0.5853, -1.9464], [2.1761, 0.7093, -2.2010], [1.9429, -1.8748, -2.2259], [0.9007, -2.7118, -1.8529], [0.8505, -4.1939, -1.8857], [-2.7169, -1.4614, 4.4308], [-3.2627, -0.2310, 3.2746], [-1.5548, -0.3267, 3.7163], [-2.6478, -3.8798, 3.2041], [-2.6117, -5.6726, 1.2132], [-1.0458, -5.3967, 0.4676], [-2.5138, -5.0493, -0.4409], [-1.7936, -3.3610, -1.7026], [-2.7828, 2.6220, -0.8477], [-4.5186, 2.3718, -1.0737], [-3.5034, 2.7735, -2.4580], [-4.7540, 0.2977, -3.3878], [-4.6058, -2.2238, -4.0608], [-4.1491, -3.2928, -2.7321], [-2.9555, -2.8449, -3.9478], [1.5044, 1.5339, -1.9714], [2.4700, 0.7701, -3.2496], [3.0729, 0.7855, -1.5879], [2.8824, -2.1637, -2.6532], [1.8620, -4.5853, -1.9588], [0.2803, -4.5476, -2.7455], [0.3727, -4.5739, -0.9875], [-1.6446, 3.9312, 3.6691], [-1.3262, 2.8518, 2.9463], [-2.3697, 2.3550, 1.6862], [-0.1397, 2.3334, 3.1673], [0.3153, 1.1748, 2.8265], [1.5284, 0.8565, 3.2090], [2.2736, -0.2913, 2.8961], [3.5137, -0.4566, 3.5481], [4.3485, -1.4981, 3.2531], [3.9924, -2.4466, 2.2719], [2.7903, -2.3627, 1.6454], [1.8562, -1.3050, 1.9315], [0.7453, -1.2837, 1.3656], [-2.4609, 4.4722, 3.4380], [-0.9816, 4.2964, 4.3345], [1.9954, 1.5271, 3.9319], [3.8123, 0.2723, 4.2877], [5.2884, -1.5994, 3.7691], [4.6901, -3.2321, 2.0252], [2.4790, -3.0812, 0.9025], [0.2624, 7.1766, -1.3057], [1.8694, 6.1987, -1.5655], [2.8937, 6.7559, -2.3175], [4.0542, 6.0349, -2.5354], [4.1928, 4.7572, -2.0203], [3.1753, 4.2015, -1.2653], [2.0229, 4.9294, -1.0269], [0.5149, 4.0861, 0.1732], [2.7793, 7.7477, -2.7286], [4.8506, 6.4700, -3.1172], [5.0953, 4.1951, -2.2040], [3.2703, 3.2052, -0.8612]], "forces_ev_per_a": [[0.7, 0.0, 0.1], [0.0, 0.0, -0.1], [0.0, -0.1, -0.1], [0.1, 0.1, -0.3], [-0.1, 0.1, 0.4], [0.0, 0.0, -0.2], [-0.1, -0.7, -0.1], [-0.2, 0.5, 0.4], [0.0, 0.4, 0.1], [-0.2, -0.4, -0.3], [0.0, 0.8, 0.4], [-0.1, -0.4, -0.2], [0.0, 0.0, 0.0], [0.2, -0.2, 0.2], [-0.3, 0.4, -0.2], [0.1, -0.1, 0.0], [0.3, -0.6, -0.2], [0.0, 0.8, -0.3], [-0.1, -0.2, 0.0], [0.0, 0.0, 0.1], [-0.3, -0.1, 0.2], [0.3, 0.2, -0.1], [-0.2, 0.0, -0.2], [0.0, 0.0, 0.1], [0.0, 0.1, 0.1], [0.0, 0.1, 0.1], [-0.1, -0.1, 0.2], [-0.1, 0.0, 0.0], [0.0, 0.0, 0.0], [0.0, -0.1, -0.1], [-0.1, -0.3, -0.1], [0.0, 0.2, -0.1], [0.0, 0.1, 0.0], [0.0, 0.1, 0.0], [-0.2, 0.0, -0.2], [0.0, 0.0, 0.0], [0.0, -0.1, 0.0], [0.0, -0.1, -0.1], [0.0, 0.1, 0.0], [0.0, 0.1, 0.1], [0.1, 0.1, 0.0], [0.2, -0.1, -0.1], [0.0, -0.1, 0.0], [0.0, -0.1, 0.0], [0.0, -0.1, 0.1], [0.2, -0.1, 0.1], [-1.4, -0.3, -1.0], [-0.2, 0.1, 0.4], [2.7, 0.1, 1.3], [-3.2, -0.1, -1.0], [2.0, -0.4, 0.6], [-1.2, 0.7, -0.1], [1.1, -0.5, 0.2], [-0.2, 1.0, 0.6], [-0.7, -0.2, -0.6], [0.4, -0.2, -0.1], [0.0, 0.0, -0.2], [0.0, 0.1, 0.3], [-0.1, -0.1, 0.0], [0.1, 0.0, -0.1], [-0.1, 0.1, -0.1], [0.0, 0.1, 0.1], [0.1, 0.0, 0.1], [0.0, -0.2, 0.0], [0.0, 0.0, -0.1], [0.3, 0.1, -0.1], [-0.2, 0.1, 0.1], [-0.1, 0.0, 0.0], [0.0, 0.0, 0.0], [0.0, 0.0, 0.0], [0.1, 0.0, 0.0], [-0.4, -0.1, 0.2], [0.2, -0.1, -0.2], [0.0, 0.0, 0.0], [0.1, 0.1, -0.1], [0.1, -0.1, 0.0], [0.0, 0.0, 0.1]]}


Record 4
{"formula": "C3H2F2O", "method": "ωB97M-V/def2-TZVPD", "charge": 0, "lumo_energy_ev": [-1.025, -1.261], "total_energy_ha": -390.2948, "homo_energy_ev": [-10.27, -10.49], "species": ["C", "C", "C", "O", "F", "F", "H", "H"], "coordinates": [[-0.0427, 0.5236, 0.4682], [-0.6999, -0.1654, -0.4350], [2.6241, 0.6171, 0.0740], [3.4259, 0.0404, 0.7332], [-2.0495, -0.3215, -0.4171], [2.7805, 1.4316, -0.9584], [-0.3866, 1.0798, 1.2386], [-0.2955, -0.6865, -1.1489]], "forces_ev_per_a": [[1.3, -1.6, -2.7], [-1.5, 2.4, 3.9], [-0.3, -1.1, 1.5], [-1.5, 1.4, -1.6], [0.2, 0.3, 0.2], [0.2, -0.4, 0.4], [-0.6, 1.7, 2.4], [2.2, -2.8, -4.0]]}


Record 5
{"formula": "C5H4N2O", "method": "ωB97M-V/def2-TZVPD", "charge": 0, "lumo_energy_ev": -0.048, "total_energy_ha": -377.4702, "homo_energy_ev": -9.24, "species": ["C", "C", "C", "C", "C", "N", "N", "O", "H", "H", "H", "H"], "coordinates": [[-1.0602, 1.2293, 0.1072], [1.3416, -0.5962, 0.3007], [1.9691, 0.6225, 0.3766], [-0.9909, -1.3476, -0.1848], [-0.7576, 0.0522, -0.6863], [-1.5495, 2.1062, 0.6734], [0.2614, -0.9143, -0.3350], [2.8626, 1.2857, -0.0998], [1.5992, 0.7913, 1.4774], [-1.3809, -1.4894, 0.8653], [-1.4427, -2.0162, -0.7157], [-0.8520, 0.2765, -1.7789]], "forces_ev_per_a": [[-0.6, -0.3, 0.4], [1.0, -2.6, -0.3], [0.6, 0.7, 1.5], [-2.1, 2.1, 5.9], [-1.1, 0.6, -2.2], [0.6, -0.3, -0.2], [3.3, 3.4, -0.4], [-0.4, -0.3, -0.3], [-0.1, 0.5, -0.5], [0.6, 0.6, -0.9], [-1.9, -3.9, -4.0], [0.0, -0.5, 1.1]]}


Record 6
{"formula": "C28H29N3O6", "method": "ωB97M-V/def2-TZVPD", "charge": 0, "lumo_energy_ev": 0.628, "total_energy_ha": -1700.1492, "homo_energy_ev": -7.94, "species": ["C", "O", "C", "C", "C", "C", "C", "C", "N", "C", "O", "N", "C", "C", "C", "C", "O", "C", "C", "C", "C", "O", "C", "C", "C", "O", "N", "C", "C", "C", "C", "O", "C", "C", "C", "C", "C", "H", "H", "H", "H", "H", "H", "H", "H", "H", "H", "H", "H", "H", "H", "H", "H", "H", "H", "H", "H", "H", "H", "H", "H", "H", "H", "H", "H", "H"], "coordinates": [[3.1750, 2.0193, -6.6443], [1.9891, 1.5267, -6.0710], [1.4386, 2.2049, -5.0266], [1.9648, 3.3584, -4.4556], [1.3151, 3.9591, -3.3898], [0.1371, 3.4395, -2.8751], [-0.5187, 4.0489, -1.6699], [0.1475, 3.5322, -0.3826], [0.1933, 2.0895, -0.3560], [-0.9189, 1.3376, -0.2143], [-2.0401, 1.7101, 0.0093], [-0.5235, -0.0138, -0.3776], [-1.4235, -1.0991, -0.2310], [-1.0807, -2.1900, 0.5597], [-1.9620, -3.2387, 0.6968], [-3.2036, -3.2149, 0.0571], [-3.9971, -4.2993, 0.2623], [-5.2637, -4.3339, -0.3505], [-3.5422, -2.1155, -0.7251], [-2.6523, -1.0658, -0.8698], [0.8019, -0.1198, -0.6498], [1.4423, -1.1326, -0.8112], [1.3539, 1.3048, -0.6750], [2.5009, 1.4507, 0.3416], [1.9972, 1.0685, 1.7339], [1.5599, 1.8964, 2.5028], [2.0724, -0.2647, 1.9665], [1.5728, -0.9958, 3.0548], [0.9553, -0.4077, 4.1494], [0.4696, -1.1902, 5.1832], [0.5924, -2.5739, 5.1396], [0.1513, -3.4325, 6.1013], [-0.4866, -2.8982, 7.2354], [1.2145, -3.1629, 4.0370], [1.6985, -2.3847, 3.0105], [-0.3847, 2.2874, -3.4566], [0.2531, 1.6751, -4.5136], [3.4179, 1.3328, -7.4537], [3.0365, 3.0254, -7.0536], [3.9979, 2.0303, -5.9220], [2.8758, 3.7989, -4.8293], [1.7374, 4.8545, -2.9557], [-0.4355, 5.1362, -1.6903], [-1.5743, 3.7778, -1.6422], [-0.4182, 3.8713, 0.4887], [1.1707, 3.9007, -0.3071], [-0.1301, -2.2148, 1.0667], [-1.7135, -4.0923, 1.3064], [-5.7118, -5.2784, -0.0462], [-5.1831, -4.3076, -1.4420], [-5.8969, -3.5078, -0.0119], [-4.4936, -2.0617, -1.2296], [-2.9237, -0.2134, -1.4713], [1.7289, 1.5411, -1.6807], [3.3238, 0.8087, 0.0271], [2.8395, 2.4866, 0.3685], [2.4414, -0.8444, 1.2225], [0.8517, 0.6632, 4.1925], [-0.0050, -0.7001, 6.0180], [-0.7509, -3.7537, 7.8550], [-1.3965, -2.3525, 6.9655], [0.1806, -2.2371, 7.7982], [1.3053, -4.2369, 4.0099], [2.1774, -2.8522, 2.1612], [-1.3045, 1.8689, -3.0742], [-0.1463, 0.7815, -4.9661]], "forces_ev_per_a": [[0.2, 0.1, -0.1], [-0.3, -0.1, 0.2], [-0.1, 0.0, 0.1], [0.2, -0.1, -0.3], [-0.2, -0.1, 0.1], [-0.1, 0.2, 0.0], [0.2, -0.1, 0.2], [-0.4, 0.2, 0.0], [0.1, 0.0, 0.1], [0.2, 0.0, 0.1], [-0.4, 0.2, 0.0], [-0.3, -0.1, 0.0], [-0.3, -0.2, -0.1], [-0.1, 0.1, -0.1], [-0.2, -0.1, -0.1], [0.2, 0.1, 0.0], [0.3, 0.0, 0.1], [-0.2, 0.0, -0.1], [-0.2, -0.3, 0.0], [0.3, 0.0, 0.1], [0.3, 0.3, -0.3], [0.1, -0.1, 0.0], [0.4, -0.1, 0.0], [-0.3, 0.0, 0.1], [0.5, 0.2, -0.5], [-0.2, 0.2, 0.2], [0.2, -0.4, -0.1], [-0.2, 0.0, 0.4], [0.1, 0.1, -0.2], [-0.1, -0.4, 0.2], [0.1, 0.1, -0.1], [0.1, -0.1, -0.2], [-0.1, 0.1, 0.2], [-0.1, 0.0, 0.2], [0.0, 0.1, 0.1], [0.1, 0.1, -0.1], [0.2, -0.1, -0.2], [0.0, 0.1, 0.0], [0.0, 0.0, 0.0], [0.0, 0.0, 0.0], [0.1, 0.0, -0.1], [0.0, 0.1, 0.0], [-0.1, 0.0, 0.0], [0.0, 0.1, 0.0], [0.2, 0.0, 0.0], [0.0, 0.0, 0.1], [0.1, 0.0, 0.0], [0.0, -0.1, 0.1], [0.0, 0.1, -0.1], [0.0, 0.0, 0.0], [0.0, 0.0, 0.0], [-0.1, 0.0, 0.0], [0.0, 0.1, 0.0], [-0.1, -0.1, 0.1], [0.0, 0.0, -0.1], [0.0, -0.1, 0.0], [-0.1, 0.2, 0.0], [0.0, 0.0, 0.0], [-0.1, 0.0, 0.1], [0.0, 0.1, 0.0], [0.0, 0.0, 0.0], [0.0, 0.0, 0.0], [0.0, -0.1, 0.0], [0.1, -0.1, -0.1], [-0.1, -0.1, 0.0], [-0.1, -0.1, -0.1]]}